Record 1
A molecular structure, C14H30O5RuS6SbSi, computed with ωB97M-V/def2-TZVPD.

Structure (ORCA input):
```
! wB97M-V def2-TZVPD RIJCOSX def2/J DEFGRID3
* xyz -1 1
Ru 0.2067 -0.3183 0.3546
S -3.6599 -0.3666 -2.3154
Sb -3.0863 -0.0171 -0.1897
S -1.4654 -1.7179 0.5586
S -1.1118 1.4168 -0.0268
S -4.5386 0.3892 1.4651
C -1.4429 0.2192 4.4989
O -0.5432 -0.0296 3.4129
C 0.6066 -0.6166 3.6306
S 1.2253 -1.0277 5.0965
S 1.5124 -0.9113 2.1501
H -2.3547 0.5506 4.0119
H -1.0321 0.9841 5.1555
H -1.6036 -0.6959 5.0649
C 2.4444 3.4270 -3.6566
C 1.8065 2.1560 -4.2001
C 0.4839 2.4686 -4.8754
C 2.7461 1.4413 -5.1644
O 1.4845 1.2923 -3.1097
Si 2.3638 0.3646 -2.1042
O 1.6745 0.3865 -0.6330
O 3.8814 0.9868 -2.0247
C 5.0561 0.4712 -1.3841
C 4.6970 -0.4119 -0.1950
C 5.8421 -0.3178 -2.4215
C 5.8461 1.6837 -0.9246
O 2.5621 -1.1228 -2.7507
C 1.6809 -2.2189 -2.9876
C 2.3160 -3.0315 -4.1096
C 1.6038 -3.0562 -1.7220
C 0.3087 -1.7230 -3.4232
H 2.6745 4.1149 -4.4741
H 3.3652 3.1946 -3.1198
H 1.7577 3.9181 -2.9643
H 0.6265 3.1843 -5.6888
H -0.2128 2.8892 -4.1491
H 0.0388 1.5576 -5.2792
H 2.9524 2.0721 -6.0324
H 2.2901 0.5101 -5.5088
H 3.6931 1.1991 -4.6762
H 4.1849 -1.3213 -0.5204
H 4.0395 0.1140 0.4986
H 5.6086 -0.7005 0.3328
H 5.2331 -1.1389 -2.8028
H 6.7573 -0.7255 -1.9850
H 6.1114 0.3288 -3.2599
H 5.2900 2.2298 -0.1604
H 6.0218 2.3549 -1.7673
H 6.8094 1.3806 -0.5079
H 3.3170 -3.3594 -3.8201
H 2.4021 -2.4210 -5.0114
H 1.7101 -3.9111 -4.3385
H 2.6011 -3.4100 -1.4496
H 0.9418 -3.9146 -1.8556
H 1.2202 -2.4775 -0.8791
H 0.3964 -1.1456 -4.3469
H -0.1646 -1.0680 -2.6848
H -0.3689 -2.5624 -3.5916
*
```

Results
**LUMO energy (spin up / spin down)**: 0.6166 / 0.6080 eV
**HOMO-LUMO gap (spin up / spin down)**: 0.2243 / 0.2240 Eh

Atom charges from the Mulliken analysis, given in e for atoms 1 to 2: atom 1 (Ru): 1.38, atom 2 (S): -0.61

***

Record 2
A molecular structure, C14H31AsIrNS4SeSi4, computed with ωB97M-V/def2-TZVPD.

Structure (ORCA input):
```
! wB97M-V def2-TZVPD RIJCOSX def2/J DEFGRID3
* xyz -1 2
Ir 1.5215 0.7081 0.1135
S 1.1832 4.3362 3.2480
As 2.4942 3.1328 2.1933
S 1.6968 0.9570 2.2921
S 1.8545 2.9128 -0.0162
S 4.5550 3.2229 2.3537
Se 2.4558 -1.0466 -1.1611
C 4.2924 -0.9507 -0.6010
C 4.8847 0.1912 -0.0804
C 6.2159 0.1275 0.3072
N 6.9783 -0.9595 0.1925
C 6.3977 -2.0422 -0.3213
C 5.0739 -2.0936 -0.7245
H 4.3514 1.1266 0.0416
H 6.6813 1.0078 0.7356
H 7.0239 -2.9245 -0.4098
H 4.6592 -3.0117 -1.1212
C -3.1100 -1.7967 1.5728
Si -1.4888 -0.8812 1.8919
C -1.8212 0.3657 3.2494
C -0.2487 -2.1787 2.4381
Si -0.7890 0.1532 -0.1033
Si -1.1806 -1.3728 -1.8502
C -3.0223 -1.4578 -2.2503
C -0.3470 -0.8797 -3.4597
C -0.6794 -3.1135 -1.3485
Si -1.9715 2.1418 -0.4722
C -1.8371 3.3470 0.9416
C -3.8035 1.7152 -0.6376
C -1.4230 2.9246 -2.0874
H -3.4973 -2.2018 2.5124
H -2.9685 -2.6318 0.8834
H -3.8734 -1.1365 1.1532
H -1.9576 -0.1499 4.2047
H -2.7404 0.9159 3.0336
H -1.0067 1.0832 3.3614
H -0.6172 -2.6705 3.3441
H 0.7285 -1.7476 2.6587
H -0.1165 -2.9402 1.6670
H -3.3572 -0.5588 -2.7713
H -3.6449 -1.5892 -1.3647
H -3.1972 -2.3094 -2.9153
H -0.7535 0.0768 -3.7982
H -0.5590 -1.6268 -4.2304
H 0.7340 -0.7752 -3.3769
H -1.3172 -3.4588 -0.5314
H 0.3582 -3.1785 -1.0207
H -0.8181 -3.7950 -2.1931
H -2.3386 2.9624 1.8318
H -2.3298 4.2815 0.6541
H -0.8069 3.5785 1.2138
H -4.1637 1.1848 0.2484
H -4.0213 1.0993 -1.5110
H -4.3799 2.6410 -0.7270
H -0.3621 3.1721 -2.0679
H -1.9832 3.8509 -2.2488
H -1.6080 2.2625 -2.9368
*
```

Results
**Relative energy (zero: lowest compared OMol25 entry of this formula, charge and spin)**: 0.000 eV
**LUMO energy (spin up / spin down)**: 1.5174 / 0.4291 eV
**HOMO-LUMO gap (spin up / spin down)**: 0.2437 / 0.2016 Eh

Atom charges from the Mulliken analysis, given in e for atoms 1 to 2: atom 1 (Ir): 1.16, atom 2 (S): -0.46

***

Record 3
3 unconnected molecules or ions with the total composition C14H31BCl4O2, computed with ωB97M-V/def2-TZVPD.

Structure (ORCA input):
```
! wB97M-V def2-TZVPD RIJCOSX def2/J DEFGRID3
* xyz 0 1
C -3.6305 -0.1695 0.7621
O -2.9332 -0.1587 1.9933
C -2.0473 -1.2717 2.0829
C -1.2492 -1.0965 3.4237
C 0.2452 -1.5462 3.2821
C 1.0125 -0.7366 2.1770
C 2.5571 -0.6864 2.3994
C 3.0447 0.4150 3.3966
C 2.4310 1.8452 3.1771
B 3.0120 2.6705 1.9332
C 3.5168 2.0628 0.5369
C 3.2798 3.1787 -0.5608
O 3.8385 2.8384 -1.8278
H -4.2160 0.7718 0.6970
H -4.3177 -1.0493 0.6783
H -2.9236 -0.2633 -0.0978
H -1.3634 -1.2426 1.2005
H -2.6328 -2.2238 2.0738
H -1.7396 -1.6335 4.2593
H -1.2620 -0.0007 3.6296
H 0.7382 -1.3232 4.2571
H 0.3202 -2.6287 3.0502
H 0.5345 0.2555 2.0452
H 0.8524 -1.2808 1.2137
H 3.0562 -0.6445 1.4113
H 2.8451 -1.6708 2.8462
H 4.1511 0.4752 3.4336
H 2.7222 0.0894 4.4168
H 2.6851 2.4388 4.0933
H 1.3152 1.8492 3.1366
H 3.0348 3.8629 2.0383
H 4.6145 1.8643 0.5688
H 3.0048 1.1256 0.2297
H 3.7950 4.0847 -0.1728
H 2.1958 3.4464 -0.6209
H 3.7554 1.8831 -1.8746
Cl -2.5430 -2.4232 -1.8005
C -3.5487 -2.1102 -3.2344
C -4.9090 -1.5633 -2.8673
Cl -5.9223 -2.7746 -2.0434
H -3.6285 -3.0373 -3.7994
H -3.0104 -1.3841 -3.8448
H -5.4421 -1.2654 -3.7703
H -4.8271 -0.6935 -2.2171
Cl -0.3211 -2.0475 -5.7720
C -0.4034 -0.2698 -5.8520
C 0.3639 0.3884 -4.7290
Cl -0.4025 0.1152 -3.1447
H -1.4530 0.0198 -5.8407
H 0.0221 0.0246 -6.8113
H 0.3944 1.4667 -4.8862
H 1.3881 0.0234 -4.6758
*
```

Results
**Relative energy (zero: lowest compared OMol25 entry of this formula, charge and spin)**: 0.472 eV
**LUMO energy**: 0.5016 eV
**HOMO-LUMO gap**: 0.3717 Eh
**SMILES**: COCCCCCCCBCCO.ClCCCl.ClCCCl

Atom charges from the Mulliken analysis, given in e for atoms 1 to 2: atom 1 (C): -0.43, atom 2 (O): -0.41

***

Repeat the first record exactly.
A molecular structure, C14H30O5RuS6SbSi, computed with ωB97M-V/def2-TZVPD.

Structure (ORCA input):
```
! wB97M-V def2-TZVPD RIJCOSX def2/J DEFGRID3
* xyz -1 1
Ru 0.2067 -0.3183 0.3546
S -3.6599 -0.3666 -2.3154
Sb -3.0863 -0.0171 -0.1897
S -1.4654 -1.7179 0.5586
S -1.1118 1.4168 -0.0268
S -4.5386 0.3892 1.4651
C -1.4429 0.2192 4.4989
O -0.5432 -0.0296 3.4129
C 0.6066 -0.6166 3.6306
S 1.2253 -1.0277 5.0965
S 1.5124 -0.9113 2.1501
H -2.3547 0.5506 4.0119
H -1.0321 0.9841 5.1555
H -1.6036 -0.6959 5.0649
C 2.4444 3.4270 -3.6566
C 1.8065 2.1560 -4.2001
C 0.4839 2.4686 -4.8754
C 2.7461 1.4413 -5.1644
O 1.4845 1.2923 -3.1097
Si 2.3638 0.3646 -2.1042
O 1.6745 0.3865 -0.6330
O 3.8814 0.9868 -2.0247
C 5.0561 0.4712 -1.3841
C 4.6970 -0.4119 -0.1950
C 5.8421 -0.3178 -2.4215
C 5.8461 1.6837 -0.9246
O 2.5621 -1.1228 -2.7507
C 1.6809 -2.2189 -2.9876
C 2.3160 -3.0315 -4.1096
C 1.6038 -3.0562 -1.7220
C 0.3087 -1.7230 -3.4232
H 2.6745 4.1149 -4.4741
H 3.3652 3.1946 -3.1198
H 1.7577 3.9181 -2.9643
H 0.6265 3.1843 -5.6888
H -0.2128 2.8892 -4.1491
H 0.0388 1.5576 -5.2792
H 2.9524 2.0721 -6.0324
H 2.2901 0.5101 -5.5088
H 3.6931 1.1991 -4.6762
H 4.1849 -1.3213 -0.5204
H 4.0395 0.1140 0.4986
H 5.6086 -0.7005 0.3328
H 5.2331 -1.1389 -2.8028
H 6.7573 -0.7255 -1.9850
H 6.1114 0.3288 -3.2599
H 5.2900 2.2298 -0.1604
H 6.0218 2.3549 -1.7673
H 6.8094 1.3806 -0.5079
H 3.3170 -3.3594 -3.8201
H 2.4021 -2.4210 -5.0114
H 1.7101 -3.9111 -4.3385
H 2.6011 -3.4100 -1.4496
H 0.9418 -3.9146 -1.8556
H 1.2202 -2.4775 -0.8791
H 0.3964 -1.1456 -4.3469
H -0.1646 -1.0680 -2.6848
H -0.3689 -2.5624 -3.5916
*
```

Results
**LUMO energy (spin up / spin down)**: 0.6166 / 0.6080 eV
**HOMO-LUMO gap (spin up / spin down)**: 0.2243 / 0.2240 Eh

Atom charges from the Mulliken analysis, given in e for atoms 1 to 2: atom 1 (Ru): 1.38, atom 2 (S): -0.61